106
Properties=species:S:1:pos:R:3:mulliken_charge:R:1 method="wB97M-V/def2-TZVPD" homo_lumo_gap_ev=9.2 charge=+1
O 4.076 5.328 -4.578 -0.497
B 5.434 4.822 -4.780 0.600
O 6.552 5.543 -4.266 -0.457
O 5.542 3.528 -5.491 -0.476
C 4.494 2.753 -4.892 0.464
N 4.595 2.068 -3.627 -0.593
N 3.396 1.452 -3.323 0.478
C 2.546 1.757 -4.432 -0.095
C 1.018 1.407 -4.745 0.075
C 0.334 2.987 -4.870 0.166
C -1.180 3.120 -4.147 -0.472
O 0.187 3.733 -3.558 -0.412
N 3.164 2.560 -5.467 0.043
H 3.711 5.688 -5.417 0.315
H 6.286 6.061 -3.475 0.342
H 3.130 0.902 -2.494 0.280
H 0.879 0.934 -5.774 0.341
H 0.453 0.889 -3.889 -0.352
H 0.523 3.603 -5.887 0.207
H -1.370 2.347 -3.332 0.137
H -1.599 4.194 -4.156 0.420
H 2.734 2.877 -6.344 0.332
C 0.326 -4.096 -4.632 -1.216
C 1.467 -3.287 -4.025 -0.568
C 0.990 -2.278 -2.978 0.629
C 0.043 -1.298 -3.606 0.211
N -0.704 -0.521 -4.103 -0.672
H -0.381 -3.456 -5.168 0.337
H 0.716 -4.821 -5.351 0.368
H -0.221 -4.643 -3.859 0.292
H 1.999 -2.765 -4.828 0.318
H 2.181 -3.973 -3.559 0.387
H 1.844 -1.735 -2.563 0.239
H 0.482 -2.789 -2.155 -0.296
C -1.292 -4.686 1.824 -1.354
C -0.158 -3.744 2.216 -0.069
C 0.475 -3.040 1.013 0.312
C 1.055 -4.057 0.071 0.087
N 1.512 -4.849 -0.683 -0.580
H -0.937 -5.499 1.184 0.365
H -1.731 -5.142 2.715 0.400
H -2.082 -4.147 1.292 0.269
H 0.605 -4.313 2.757 0.044
H -0.545 -2.990 2.907 0.184
H 1.269 -2.369 1.346 0.260
H -0.271 -2.444 0.480 0.138
C -3.873 1.971 -0.898 -0.885
C -4.663 1.221 -1.964 -0.483
C -5.353 -0.032 -1.421 -0.396
C -4.323 -0.986 -0.881 0.291
N -3.509 -1.736 -0.456 -0.530
H -3.060 1.361 -0.494 0.207
H -3.422 2.872 -1.323 0.304
H -4.521 2.272 -0.069 0.216
H -3.986 0.948 -2.780 0.312
H -5.419 1.891 -2.383 0.364
H -5.915 -0.526 -2.217 0.359
H -6.053 0.229 -0.623 0.224
C -7.507 3.549 3.112 -1.182
C -6.545 4.304 2.200 -0.296
C -7.167 4.670 0.851 -0.365
C -7.575 3.422 0.120 0.265
N -7.897 2.436 -0.454 -0.517
H -7.806 2.591 2.677 0.352
H -7.031 3.335 4.072 0.336
H -8.409 4.137 3.303 0.307
H -5.651 3.692 2.043 0.159
H -6.223 5.220 2.705 0.340
H -6.445 5.220 0.241 0.268
H -8.045 5.306 0.992 0.357
C -0.757 0.590 3.192 -0.933
C 0.259 1.682 2.872 -0.357
C 0.384 1.959 1.372 -0.133
C 0.836 0.716 0.659 0.147
N 1.193 -0.268 0.101 -0.457
H -0.468 -0.371 2.758 0.038
H -0.833 0.447 4.272 0.410
H -1.750 0.854 2.813 0.271
H 1.233 1.389 3.277 0.161
H -0.037 2.603 3.381 0.379
H 1.112 2.755 1.197 0.330
H -0.576 2.280 0.959 0.204
C 1.619 -6.788 5.394 -0.996
C 1.614 -6.308 6.842 -0.441
C 0.401 -5.436 7.176 -0.423
C 0.399 -4.210 6.306 0.293
N 0.396 -3.244 5.620 -0.456
H 1.679 -5.952 4.693 0.200
H 2.484 -7.429 5.210 0.333
H 0.715 -7.363 5.169 0.307
H 2.536 -5.750 7.034 0.302
H 1.620 -7.178 7.505 0.311
H 0.436 -5.129 8.225 0.299
H -0.527 -5.991 7.016 0.280
C 5.782 -0.235 1.784 -1.294
C 5.381 0.890 0.837 -0.008
C 5.472 2.275 1.484 -0.440
C 4.549 2.347 2.668 0.251
N 3.821 2.403 3.600 -0.481
H 5.116 -0.291 2.648 0.357
H 5.730 -1.199 1.272 0.336
H 6.806 -0.097 2.146 0.358
H 4.359 0.711 0.486 -0.044
H 6.032 0.864 -0.043 0.341
H 5.188 3.046 0.763 0.274
H 6.494 2.479 1.813 0.343

---

170
Properties=species:S:1:pos:R:3:mulliken_charge:R:1 method="wB97M-V/def2-TZVPD" homo_lumo_gap_ev=7.9
H -4.942 -0.154 -5.687 0.317
N -4.226 -0.245 -4.963 -0.515
C -3.737 0.905 -4.755 0.565
C -4.145 2.165 -5.495 -1.327
C -2.621 1.038 -3.710 -0.157
C -3.001 0.395 -2.402 -0.266
C -3.993 0.965 -1.584 0.777
C -4.707 2.247 -1.930 0.497
C -4.147 3.424 -1.080 -1.022
C -2.785 3.940 -1.587 0.639
C -2.590 5.435 -1.316 -1.109
N -1.182 5.880 -1.422 -0.274
C -0.823 6.389 -2.700 0.361
N -1.163 5.676 -3.927 -0.605
N -0.172 7.468 -2.784 -0.680
H 0.023 7.644 -3.767 0.293
C -4.332 0.321 -0.403 1.067
Cl -5.610 0.941 0.625 -0.249
C -3.710 -0.827 0.037 -0.932
C -2.713 -1.368 -0.739 1.027
C -2.376 -0.761 -1.942 0.158
C -1.283 -1.437 -2.724 -0.192
O -1.331 -1.623 -3.916 -0.711
C -0.140 -1.909 -1.869 0.330
C -0.492 -2.507 -0.665 0.861
C 0.480 -3.005 0.170 -1.084
C 1.805 -2.861 -0.199 0.949
S 3.083 -3.519 0.865 -0.219
C 2.179 -2.221 -1.386 0.977
C 3.559 -2.076 -1.704 -2.601
C 4.678 -1.659 -1.753 0.414
C 1.180 -1.740 -2.261 -0.023
C 1.624 -1.045 -3.519 -1.276
C 2.258 0.340 -3.222 0.000
O 3.599 0.382 -3.683 -0.323
Si 4.318 1.901 -3.589 0.509
C 3.383 3.250 -4.509 -1.036
C 6.032 1.717 -4.315 -0.991
C 4.488 2.404 -1.769 -0.738
C -1.940 -2.579 -0.323 -0.400
O -2.445 -3.509 0.263 -0.620
H -4.353 1.972 -6.544 0.482
H -5.011 2.639 -5.033 0.161
H -3.323 2.880 -5.418 0.268
H -1.750 0.561 -4.151 0.435
H -2.348 2.081 -3.585 -0.741
H -4.543 2.509 -2.968 -0.285
H -5.768 2.184 -1.719 -1.028
H -4.866 4.243 -1.148 0.472
H -4.003 3.091 -0.054 0.385
H -1.978 3.393 -1.095 0.434
H -2.775 3.815 -2.667 -0.346
H -2.962 5.728 -0.334 0.383
H -3.126 6.009 -2.073 0.395
H -0.554 5.129 -1.154 0.286
H -0.925 4.696 -3.832 0.252
H -2.151 5.790 -4.117 0.283
H -3.979 -1.290 0.976 0.664
H 0.213 -3.500 1.093 0.744
H 2.924 -2.785 1.983 0.027
H 5.652 -1.252 -1.854 0.628
H 2.298 -1.675 -4.096 0.561
H 0.795 -0.841 -4.186 0.423
H 1.677 1.085 -3.781 0.309
H 2.172 0.601 -2.168 -0.031
H 3.282 2.983 -5.562 0.313
H 2.397 3.382 -4.062 0.149
H 3.935 4.185 -4.418 0.405
H 6.601 2.598 -4.017 0.223
H 6.006 1.693 -5.403 0.381
H 6.566 0.846 -3.941 0.265
H 3.554 2.416 -1.226 -0.084
H 4.908 3.416 -1.787 0.589
H 5.209 1.757 -1.270 0.240
O -8.035 2.355 -5.628 -0.585
C -8.416 2.325 -4.496 0.487
C -9.705 2.905 -3.944 -0.432
C -9.440 2.917 -2.440 -0.584
C -8.480 1.748 -2.280 -0.144
O -7.728 1.707 -3.505 -0.305
H -10.530 2.243 -4.212 0.271
H -9.880 3.901 -4.341 0.302
H -10.335 2.823 -1.828 0.351
H -8.941 3.848 -2.164 0.273
H -9.001 0.796 -2.160 0.237
H -7.795 1.880 -1.445 0.106
O 1.177 -1.953 3.894 -0.749
C 0.735 -3.055 4.091 0.505
C 1.515 -4.307 4.418 0.271
C 0.491 -5.408 4.150 -0.920
C -0.819 -4.697 4.448 -0.155
O -0.590 -3.319 4.078 -0.329
H 1.816 -4.276 5.455 -0.057
H 2.386 -4.397 3.775 0.300
H 0.638 -6.306 4.746 0.432
H 0.525 -5.695 3.097 0.329
H -1.082 -4.735 5.505 0.277
H -1.645 -5.092 3.866 0.142
O -2.846 -6.603 5.851 -0.551
C -3.949 -6.158 5.721 0.582
C -4.491 -5.351 4.554 -0.084
C -5.771 -4.756 5.135 -0.637
C -6.169 -5.805 6.162 -0.431
O -4.930 -6.360 6.634 -0.370
H -4.693 -6.029 3.724 0.264
H -3.783 -4.586 4.250 0.060
H -6.546 -4.563 4.396 0.347
H -5.542 -3.814 5.636 0.273
H -6.763 -6.610 5.725 0.252
H -6.714 -5.382 7.002 0.330
O 2.831 0.560 -0.066 -0.275
C 2.651 1.066 1.007 0.062
C 2.620 0.367 2.351 0.401
C 1.970 1.413 3.249 -0.523
C 2.391 2.713 2.578 -0.526
O 2.476 2.395 1.170 -0.392
H 3.645 0.144 2.653 0.328
H 2.037 -0.549 2.299 -0.361
H 2.272 1.352 4.293 0.370
H 0.884 1.304 3.207 0.288
H 3.363 3.055 2.913 0.290
H 1.669 3.513 2.721 0.285
O 3.586 -4.183 6.589 -0.590
C 3.257 -3.685 7.625 0.575
C 4.149 -3.329 8.798 -0.534
C 3.138 -3.118 9.923 -0.479
C 1.907 -2.651 9.159 -0.455
O 1.979 -3.318 7.887 -0.340
H 4.693 -2.415 8.558 0.272
H 4.845 -4.135 9.011 0.313
H 3.462 -2.413 10.686 0.327
H 2.930 -4.071 10.413 0.273
H 1.910 -1.573 8.984 0.260
H 0.978 -2.924 9.653 0.311
O 8.622 2.819 -5.506 -0.551
C 9.407 2.152 -4.902 0.558
C 10.734 2.604 -4.320 -0.456
C 11.439 1.279 -4.041 -0.491
C 10.264 0.347 -3.782 -0.436
O 9.198 0.845 -4.605 -0.304
H 10.540 3.166 -3.405 0.250
H 11.276 3.221 -5.031 0.304
H 12.148 1.317 -3.216 0.324
H 11.978 0.956 -4.933 0.262
H 9.937 0.370 -2.740 0.263
H 10.478 -0.683 -4.060 0.312
O -3.209 -8.261 -5.328 -0.576
C -2.855 -7.131 -5.164 0.418
C -3.631 -5.870 -5.499 -0.411
C -2.547 -4.799 -5.446 -0.274
C -1.574 -5.376 -4.434 -0.141
O -1.669 -6.804 -4.594 -0.395
H -4.397 -5.716 -4.737 0.268
H -4.090 -5.949 -6.480 0.308
H -2.912 -3.810 -5.173 0.140
H -2.062 -4.720 -6.421 0.263
H -1.845 -5.122 -3.406 0.118
H -0.550 -5.058 -4.616 0.282
O 3.492 4.729 4.286 -0.580
C 3.107 4.800 5.417 0.531
C 1.823 5.442 5.906 -0.410
C 2.075 5.575 7.406 -0.485
C 3.018 4.410 7.671 -0.422
O 3.779 4.257 6.460 -0.356
H 0.991 4.770 5.688 0.228
H 1.665 6.402 5.425 0.334
H 1.173 5.544 8.013 0.329
H 2.585 6.518 7.609 0.266
H 2.483 3.477 7.862 0.249
H 3.698 4.601 8.497 0.307

---

16
Properties=species:S:1:pos:R:3:mulliken_charge:R:1 method="wB97M-V/def2-TZVPD" e_above_lowest_kj_mol=498.9 homo_lumo_gap_ev="6.9 / 6.9"
C -0.609 -0.505 -0.656 -0.023
C 0.652 -1.004 1.345 -0.703
N 0.486 -1.074 -0.097 -0.490
N 0.088 1.305 -0.324 -0.540
N 0.132 1.996 0.898 -0.456
N -0.751 -0.552 -2.011 -0.362
H 1.022 1.332 -0.736 0.205
H 0.797 2.768 0.900 0.191
H -0.792 2.356 1.121 0.195
H 0.016 -0.845 -2.597 0.225
H -1.513 -0.070 -2.458 0.216
H -1.551 -0.492 -0.105 0.390
H -0.087 -2.276 -0.407 0.256
H 1.215 -1.878 1.676 0.315
H -0.309 -0.974 1.871 0.282
H 1.202 -0.087 1.580 0.300

---

60
Properties=species:S:1:pos:R:3:mulliken_charge:R:1 method="wB97M-V/def2-TZVPD" e_above_lowest_kj_mol=0.0 homo_lumo_gap_ev="6.2 / 5.5" spin_multiplicity=2 charge=-1
Cu 1.602 -1.614 -0.245 -1.356
C -4.548 -0.252 -2.679 -0.406
C -3.908 -1.424 -3.052 -0.678
C -2.845 -1.909 -2.302 -0.129
C -2.413 -1.223 -1.175 -0.977
C -3.065 -0.051 -0.797 0.691
C -4.124 0.433 -1.547 -1.006
N -1.265 -1.705 -0.467 0.551
C -1.476 -2.364 0.766 0.981
C -2.780 -2.667 1.153 -0.520
C -3.065 -3.263 2.376 -0.779
C -2.037 -3.548 3.259 -0.719
C -0.732 -3.285 2.889 -0.370
C -0.407 -2.743 1.635 0.094
N 0.896 -2.645 1.217 0.076
N 1.843 -2.828 2.138 -0.528
C 3.079 -2.578 1.711 0.488
C 4.189 -2.892 2.546 -0.754
C 5.461 -2.670 2.114 -0.131
C 5.682 -2.129 0.830 -0.833
C 4.583 -1.807 0.075 0.014
N 3.320 -1.984 0.480 0.021
H -5.371 0.126 -3.272 0.380
H -4.230 -1.957 -3.939 0.391
H -2.329 -2.816 -2.593 0.433
H -2.724 0.478 0.084 0.446
H -4.618 1.351 -1.255 0.390
H -3.591 -2.409 0.487 0.384
H -4.094 -3.479 2.639 0.375
H -2.247 -3.978 4.231 0.345
H 0.095 -3.524 3.542 0.454
H 3.983 -3.316 3.520 0.417
H 6.309 -2.901 2.747 0.357
H 6.681 -1.957 0.458 0.352
H 4.697 -1.364 -0.908 0.381
C -0.134 -0.814 -0.569 -1.261
C -0.093 0.461 -0.644 1.759
C 0.093 1.796 -0.662 -0.279
C 0.314 2.460 0.635 0.693
C 0.001 1.805 1.839 -0.254
C 0.312 2.361 3.066 -0.850
C 0.936 3.600 3.145 -0.408
C 1.238 4.270 1.970 -0.736
C 0.936 3.713 0.737 -0.409
C 0.148 2.481 -1.962 0.323
C 0.583 1.779 -3.098 -0.441
C 0.629 2.379 -4.342 -0.572
C 0.241 3.704 -4.504 -0.446
C -0.212 4.407 -3.397 -0.717
C -0.262 3.808 -2.148 -0.222
H -0.473 0.832 1.808 0.333
H 0.070 1.820 3.973 0.393
H 1.203 4.022 4.107 0.368
H 1.729 5.236 2.015 0.357
H 1.226 4.241 -0.161 0.567
H 0.886 0.746 -2.979 0.273
H 0.975 1.810 -5.198 0.377
H 0.297 4.178 -5.476 0.365
H -0.537 5.435 -3.516 0.362
H -0.656 4.365 -1.308 0.595

---

78
Properties=species:S:1:pos:R:3:mulliken_charge:R:1 method="wB97M-V/def2-TZVPD" e_above_lowest_kj_mol=94.1 homo_lumo_gap_ev=9.4 charge=-1
N -0.395 0.138 0.358 0.211
O -1.537 -0.075 0.830 -0.006
O -0.236 0.843 -0.607 -0.555
O 0.620 -0.404 0.910 -0.377
C -2.686 -1.029 -3.876 -1.605
C -1.780 -2.079 -3.269 0.748
C -1.106 -2.976 -4.324 -1.375
O -0.764 -1.384 -2.490 -0.507
H -2.469 -0.790 -4.920 0.419
H -2.608 -0.122 -3.276 0.348
H -3.743 -1.312 -3.919 0.375
H -2.273 -2.719 -2.533 0.399
H -0.904 -3.956 -3.890 0.340
H -0.160 -2.526 -4.629 0.205
H -1.715 -3.054 -5.224 0.412
H -0.532 -2.021 -1.806 0.088
C 3.845 -0.587 3.907 -1.635
C 2.880 0.215 3.045 1.531
C 2.874 1.687 3.445 -1.114
O 3.449 0.161 1.689 -0.660
H 4.658 0.033 4.297 0.349
H 4.330 -1.387 3.351 0.387
H 3.330 -0.992 4.783 0.357
H 1.883 -0.197 2.920 -0.147
H 3.856 2.122 3.283 0.421
H 2.574 1.788 4.494 0.445
H 2.083 2.144 2.854 -0.199
H 2.681 0.019 1.120 0.298
C 2.936 1.044 -4.963 -0.570
C 2.267 0.140 -3.971 0.081
O 0.899 0.444 -3.810 -0.385
O 2.552 2.407 -4.727 -0.477
H 2.653 0.787 -5.993 0.342
H 4.021 0.986 -4.829 0.323
H 2.755 0.324 -3.000 -0.019
H 2.455 -0.906 -4.247 0.324
H 0.494 -0.308 -3.346 0.251
H 3.059 2.930 -5.354 0.255
C -2.436 2.264 3.059 -0.620
C -0.942 2.147 3.232 -0.283
O -0.501 0.795 3.315 -0.553
O -2.775 2.280 1.678 -0.524
H -2.783 3.204 3.519 0.464
H -2.908 1.446 3.615 0.257
H -0.594 2.606 4.161 0.499
H -0.406 2.696 2.447 0.008
H -0.478 0.396 2.432 0.259
H -3.719 2.444 1.597 0.352
C -0.805 -3.438 1.363 0.915
C -1.215 -4.838 1.765 -0.705
O -0.977 -5.816 0.730 -0.551
O 0.533 -3.211 1.732 -0.664
H -1.482 -2.742 1.879 -0.051
H -1.030 -3.220 0.310 -0.192
H -2.300 -4.828 1.859 0.303
H -0.694 -5.109 2.683 0.308
H -0.022 -5.876 0.627 0.314
H 0.750 -2.271 1.692 0.337
C 3.095 4.362 -0.268 -0.853
C 2.859 2.971 0.291 0.791
O 2.570 2.056 -0.748 -0.508
O 1.887 4.916 -0.787 -0.514
H 3.784 4.300 -1.113 0.306
H 3.467 4.997 0.542 0.386
H 1.992 3.092 0.957 -0.292
H 3.711 2.629 0.884 0.223
H 2.417 1.261 -0.229 0.137
H 1.555 5.611 -0.218 0.272
C -4.879 0.131 0.611 -0.571
C -4.378 -1.197 0.057 -0.067
O -3.574 -1.901 0.986 -0.586
O -4.012 1.239 0.338 -0.663
H -5.046 0.077 1.693 0.237
H -5.848 0.372 0.164 0.408
H -3.882 -1.043 -0.903 -0.111
H -5.281 -1.810 -0.033 0.449
H -2.759 -1.389 1.098 0.246
H -3.138 1.009 0.696 0.558

---

18
Properties=species:S:1:pos:R:3:mulliken_charge:R:1 method="wB97M-V/def2-TZVPD" e_above_lowest_kj_mol=147.3 homo_lumo_gap_ev=11.2 charge=+1
N 0.923 -0.531 1.281 -0.153
C 0.787 0.477 0.201 0.401
C 1.150 0.128 -1.234 -1.679
C -0.716 0.949 0.290 0.166
N -1.224 1.498 -0.828 -0.300
O -1.109 1.256 1.402 -0.591
H 0.336 -0.103 2.035 0.399
H 1.867 -0.688 1.582 0.371
H 0.503 -1.481 1.166 0.327
H 1.348 1.373 0.401 0.332
H 1.676 0.983 -1.628 0.379
H 0.339 -0.234 -1.793 0.500
H 1.772 -0.747 -1.368 0.421
H -1.986 2.153 -0.758 0.263
H -0.796 1.339 -1.720 0.165
H -1.616 -1.377 0.187 0.290
H -2.018 -2.782 0.289 0.346
O -1.235 -2.211 0.496 -0.637

---

19
Properties=species:S:1:pos:R:3:mulliken_charge:R:1 method="wB97M-V/def2-TZVPD" e_above_lowest_kj_mol=106.4 homo_lumo_gap_ev=6.1
C 2.580 0.789 0.639 -0.640
C 1.805 0.210 1.690 -0.007
C 2.257 0.577 -0.737 -0.152
C 1.008 0.250 -1.203 -0.451
C 0.556 -0.253 1.493 -0.481
Si -2.514 1.457 -0.044 0.377
Si -1.360 -2.175 -0.881 0.398
P -0.251 -0.308 -0.083 0.199
H 3.591 1.051 0.816 0.321
H 2.160 0.394 2.800 0.220
H 3.013 0.913 -1.465 0.289
H 0.660 0.088 -2.275 0.238
H -0.089 -0.679 2.338 0.217
H -3.058 1.706 1.322 -0.090
H -3.541 0.481 -0.416 -0.116
H -1.937 2.614 -0.775 -0.060
H -0.657 -3.444 -0.640 -0.084
H -1.670 -1.934 -2.371 -0.072
H -2.555 -1.737 -0.208 -0.109

---

19
Properties=species:S:1:pos:R:3:mulliken_charge:R:1 method="wB97M-V/def2-TZVPD" e_above_lowest_kj_mol=874.4 homo_lumo_gap_ev=9.1 smiles=N[C@@]12C[C@@H]1C[C@@H]1C[C@H]12
N 1.921 -1.147 -0.529 -0.598
C 0.817 -0.450 0.123 0.603
C 1.327 0.722 0.799 -0.786
C 0.575 1.053 -0.331 -0.395
C -0.746 1.337 -0.375 -0.612
C -1.362 0.040 -0.468 -0.096
C -2.171 -0.870 0.114 -0.300
C -0.676 -0.817 0.618 -0.630
H 2.635 -0.780 -1.069 0.218
H 2.371 -1.938 0.106 0.242
H 0.917 0.861 1.808 0.254
H 2.489 0.969 1.103 0.211
H 1.164 1.501 -1.026 0.559
H -0.974 1.835 0.597 0.166
H -1.166 1.962 -1.216 0.348
H -0.845 -0.455 -1.377 0.238
H -2.763 -1.604 -0.570 0.261
H -2.794 -0.247 1.053 0.189
H -1.063 -0.175 1.407 0.130

---

E for the records above, in order: -2165.19810, -5170.75385, -301.03814, -3092.69802, -1820.40355, -380.65779, -1117.26950, -327.75492 a.u.